{"formula": "C49H108F6N3P2", "method": "ωB97M-V with the def2-TZVPD basis set", "elements": ["P", "F", "F", "F", "F", "F", "F", "C", "C", "C", "C", "N", "C", "C", "C", "C", "C", "C", "C", "H", "H", "H", "H", "H", "H", "H", "H", "H", "H", "H", "H", "H", "H", "H", "H", "H", "H", "H", "H", "H", "H", "H", "H", "C", "C", "C", "C", "N", "C", "C", "C", "C", "C", "C", "C", "H", "H", "H", "H", "H", "H", "H", "H", "H", "H", "H", "H", "H", "H", "H", "H", "H", "H", "H", "H", "H", "H", "H", "H", "C", "C", "C", "C", "N", "C", "C", "C", "C", "C", "C", "C", "H", "H", "H", "H", "H", "H", "H", "H", "H", "H", "H", "H", "H", "H", "H", "H", "H", "H", "H", "H", "H", "H", "H", "H", "C", "C", "C", "C", "P", "C", "C", "C", "C", "C", "C", "C", "C", "C", "C", "C", "C", "H", "H", "H", "H", "H", "H", "H", "H", "H", "H", "H", "H", "H", "H", "H", "H", "H", "H", "H", "H", "H", "H", "H", "H", "H", "H", "H", "H", "H", "H", "H", "H", "H", "H", "H", "H"], "positions_angstrom": [[0.21, -0.24, 0.00], [1.03, 0.86, 0.82], [-0.10, -0.91, 1.43], [-1.12, 0.62, 0.18], [-0.69, -1.39, -0.75], [0.61, 0.54, -1.45], [1.61, -1.05, -0.08], [1.38, 5.12, 8.20], [0.75, 4.81, 6.87], [0.58, 3.27, 6.78], [0.10, 2.90, 5.31], [-0.47, 1.47, 5.08], [-1.74, 1.28, 5.88], [-2.60, 0.27, 5.19], [-1.86, -0.03, 3.83], [-0.99, 1.10, 3.67], [0.60, 0.45, 5.51], [1.93, 0.48, 4.65], [2.98, -0.35, 5.36], [0.86, 4.73, 9.08], [1.32, 6.20, 8.31], [2.38, 4.71, 8.37], [1.42, 5.34, 6.20], [-0.25, 5.17, 6.66], [-0.08, 2.81, 7.51], [1.58, 2.84, 6.83], [0.84, 3.00, 4.52], [-0.71, 3.60, 5.09], [-1.43, 1.04, 6.89], [-2.32, 2.21, 5.88], [-2.61, -0.64, 5.79], [-3.61, 0.67, 5.07], [-1.09, -0.80, 3.89], [-2.54, -0.32, 3.03], [-0.41, 0.90, 2.77], [-1.50, 2.02, 3.40], [0.29, -0.59, 5.50], [0.74, 0.77, 6.54], [2.39, 1.47, 4.75], [1.92, 0.26, 3.58], [3.99, 0.05, 5.38], [2.91, -1.40, 5.06], [2.78, -0.40, 6.43], [0.97, 6.83, 1.44], [1.78, 5.56, 1.92], [1.83, 4.42, 0.90], [2.51, 4.83, -0.34], [2.54, 3.77, -1.41], [3.39, 2.57, -1.11], [3.88, 1.94, -2.41], [4.19, 3.16, -3.36], [3.56, 4.37, -2.55], [1.08, 3.36, -1.95], [0.33, 4.63, -2.50], [-1.08, 4.22, -3.00], [-0.11, 6.78, 1.38], [1.39, 7.30, 0.55], [1.05, 7.66, 2.15], [1.49, 5.15, 2.88], [2.83, 5.77, 2.14], [0.78, 4.23, 0.65], [2.24, 3.52, 1.34], [3.59, 4.93, -0.22], [2.09, 5.70, -0.83], [2.86, 1.87, -0.46], [4.28, 2.88, -0.56], [3.13, 1.20, -2.72], [4.83, 1.41, -2.31], [3.79, 3.01, -4.36], [5.27, 3.24, -3.38], [3.03, 5.11, -3.15], [4.40, 4.84, -2.03], [0.51, 2.82, -1.19], [1.41, 2.66, -2.71], [0.94, 5.08, -3.28], [0.16, 5.31, -1.67], [-1.50, 3.33, -2.51], [-1.16, 4.18, -4.08], [-1.84, 4.96, -2.73], [1.75, -6.05, 1.61], [3.13, -6.03, 0.99], [3.40, -4.82, 0.06], [4.90, -4.78, -0.45], [5.26, -3.54, -1.39], [6.50, -3.99, -2.19], [5.95, -4.62, -3.46], [4.46, -4.48, -3.48], [4.25, -3.31, -2.61], [5.70, -2.32, -0.57], [4.55, -1.35, -0.25], [5.07, -0.13, 0.67], [1.71, -5.23, 2.34], [1.80, -6.97, 2.19], [0.87, -6.11, 0.98], [3.28, -7.00, 0.51], [3.85, -5.93, 1.80], [3.44, -4.03, 0.81], [2.60, -4.50, -0.61], [5.14, -5.70, -0.99], [5.66, -4.89, 0.32], [6.92, -3.07, -2.61], [7.22, -4.64, -1.71], [6.42, -4.23, -4.36], [6.13, -5.70, -3.42], [4.24, -4.39, -4.54], [3.97, -5.34, -3.02], [4.62, -2.31, -2.85], [3.21, -3.09, -2.34], [6.37, -1.79, -1.25], [6.14, -2.68, 0.36], [3.78, -1.94, 0.25], [4.12, -1.00, -1.18], [4.30, 0.40, 1.23], [5.57, 0.53, -0.04], [5.75, -0.39, 1.48], [-7.71, -4.95, -4.93], [-7.49, -3.88, -3.91], [-6.32, -3.03, -4.13], [-6.16, -2.00, -2.92], [-4.53, -1.37, -2.59], [-3.69, -0.66, -4.07], [-2.34, 0.10, -3.69], [-1.51, 0.72, -4.78], [-1.42, 0.02, -6.09], [-4.57, -0.19, -1.16], [-5.38, 1.13, -1.39], [-5.89, 1.78, -0.19], [-6.96, 2.91, -0.48], [-3.41, -2.76, -2.09], [-3.91, -3.61, -0.98], [-2.67, -4.23, -0.23], [-3.17, -5.14, 0.84], [-7.90, -4.63, -5.96], [-8.49, -5.65, -4.63], [-6.82, -5.54, -5.12], [-8.35, -3.21, -3.84], [-7.54, -4.29, -2.90], [-5.49, -3.73, -4.21], [-6.51, -2.57, -5.10], [-6.85, -1.15, -2.92], [-6.50, -2.50, -2.01], [-4.39, 0.01, -4.56], [-3.42, -1.49, -4.73], [-1.69, -0.64, -3.21], [-2.45, 0.86, -2.91], [-0.49, 1.03, -4.54], [-1.94, 1.71, -4.94], [-1.05, -1.00, -5.98], [-0.63, 0.40, -6.73], [-2.36, -0.03, -6.65], [-3.55, 0.12, -0.95], [-5.00, -0.67, -0.28], [-6.08, 1.15, -2.23], [-4.75, 1.94, -1.76], [-5.08, 2.06, 0.47], [-6.50, 0.99, 0.27], [-7.29, 3.37, 0.45], [-7.76, 2.32, -0.92], [-6.59, 3.73, -1.10], [-3.18, -3.28, -3.02], [-2.47, -2.26, -1.87], [-4.66, -3.10, -0.38], [-4.49, -4.44, -1.40], [-2.04, -4.83, -0.90], [-2.18, -3.39, 0.26], [-3.72, -5.96, 0.39], [-3.87, -4.63, 1.50], [-2.33, -5.57, 1.38]], "lowdin_charge": [0.2076, -0.1655, -0.1566, -0.1529, -0.1747, -0.1982, -0.1531, -0.1103, -0.2523, -0.1584, -0.0841, -0.1786, -0.1168, -0.1086, -0.1592, -0.1542, -0.0787, -0.1995, -0.1015, 0.0812, 0.0877, 0.0879, 0.1149, 0.1122, 0.1203, 0.1087, 0.1154, 0.1217, 0.1390, 0.1421, 0.1203, 0.1238, 0.1055, 0.1268, 0.1004, 0.1401, 0.1373, 0.1183, 0.0938, 0.1021, 0.0866, 0.0790, 0.0798, -0.0697, -0.2106, -0.2054, -0.1553, -0.1602, -0.1552, -0.1517, -0.0931, -0.0165, -0.0493, -0.1751, -0.0793, 0.0738, 0.0676, 0.0742, 0.0892, 0.1114, 0.1147, 0.1169, 0.1332, 0.1253, 0.1059, 0.1380, 0.1003, 0.1039, 0.1134, 0.1156, 0.1171, 0.1264, 0.1012, 0.1102, 0.1057, 0.1008, 0.0587, 0.0770, 0.0773, -0.1092, -0.2574, -0.1592, -0.0616, -0.1535, -0.0949, -0.1665, -0.1621, -0.0755, -0.1071, -0.2029, -0.0447, 0.0751, 0.0833, 0.0643, 0.1150, 0.1181, 0.0924, 0.1082, 0.1212, 0.1348, 0.1254, 0.1504, 0.1331, 0.1252, 0.1409, 0.1251, 0.1285, 0.1236, 0.1259, 0.1409, 0.0746, 0.0796, 0.0593, 0.0601, 0.0764, -0.0840, -0.3238, -0.2266, -0.2367, 1.0731, -0.1815, -0.2133, -0.2780, -0.1035, -0.2065, -0.2828, -0.2789, -0.0528, -0.2066, -0.1466, -0.1382, -0.0281, 0.0914, 0.0938, 0.0799, 0.1283, 0.1161, 0.1095, 0.1329, 0.1144, 0.0998, 0.1225, 0.1013, 0.0955, 0.0950, 0.1139, 0.1093, 0.0813, 0.0896, 0.0862, 0.0819, 0.0987, 0.1139, 0.1148, 0.1175, 0.1070, 0.0812, 0.0799, 0.0792, 0.1214, 0.0904, 0.1255, 0.1428, 0.1447, 0.1283, 0.1133, 0.1071, 0.1341], "s_squared": 0.75, "spin_multiplicity": 2, "fmax_ev_per_a": 4.201, "total_energy_ha": -3376.63108, "total_charge": 4}


{"formula": "C49H108O16", "method": "ωB97M-V with the def2-TZVPD basis set", "elements": ["C", "O", "H", "H", "H", "H", "C", "O", "H", "H", "H", "H", "C", "O", "H", "H", "H", "H", "C", "O", "H", "H", "H", "H", "C", "O", "H", "H", "H", "H", "C", "C", "C", "O", "C", "H", "H", "H", "H", "H", "H", "H", "H", "C", "C", "C", "O", "C", "H", "H", "H", "H", "H", "H", "H", "H", "C", "C", "C", "O", "C", "H", "H", "H", "H", "H", "H", "H", "H", "C", "C", "C", "O", "C", "H", "H", "H", "H", "H", "H", "H", "H", "C", "C", "C", "O", "C", "H", "H", "H", "H", "H", "H", "H", "H", "C", "C", "C", "O", "C", "H", "H", "H", "H", "H", "H", "H", "H", "C", "C", "C", "O", "C", "H", "H", "H", "H", "H", "H", "H", "H", "C", "C", "C", "O", "C", "H", "H", "H", "H", "H", "H", "H", "H", "C", "C", "C", "O", "C", "H", "H", "H", "H", "H", "H", "H", "H", "C", "C", "C", "O", "C", "H", "H", "H", "H", "H", "H", "H", "H", "C", "C", "C", "O", "C", "H", "H", "H", "H", "H", "H", "H", "H"], "positions_angstrom": [[16.36, 7.82, 12.58], [15.01, 8.08, 12.65], [16.58, 7.33, 11.65], [16.92, 8.73, 12.66], [16.65, 7.11, 13.35], [14.88, 9.02, 12.56], [9.16, 11.72, 15.04], [9.98, 11.83, 13.87], [9.62, 10.99, 15.76], [8.93, 12.62, 15.57], [8.21, 11.28, 14.77], [10.34, 10.95, 13.70], [18.78, 11.03, 10.28], [18.67, 11.57, 11.56], [19.39, 11.66, 9.65], [19.33, 10.07, 10.36], [17.78, 10.79, 9.81], [18.00, 12.25, 11.57], [17.66, 14.71, 10.28], [16.94, 13.64, 10.93], [17.20, 15.73, 10.53], [18.66, 14.68, 10.71], [17.84, 14.52, 9.22], [16.01, 13.65, 10.64], [16.02, 6.82, 15.93], [16.74, 8.02, 16.03], [16.65, 5.93, 16.06], [15.27, 6.76, 16.71], [15.57, 6.73, 14.94], [16.18, 8.72, 16.33], [8.25, 11.34, 10.91], [9.00, 10.34, 10.04], [9.50, 11.25, 8.93], [9.83, 12.52, 9.57], [8.97, 12.68, 10.69], [8.23, 10.96, 11.94], [7.24, 11.34, 10.59], [8.33, 9.59, 9.66], [9.84, 9.84, 10.59], [8.82, 11.37, 8.07], [10.49, 10.88, 8.58], [8.27, 13.56, 10.66], [9.61, 12.96, 11.46], [15.91, 17.84, 12.45], [14.58, 17.91, 11.72], [13.66, 18.37, 12.79], [14.20, 17.90, 14.06], [15.48, 17.35, 13.78], [16.44, 18.84, 12.41], [16.55, 17.08, 12.02], [14.40, 16.87, 11.38], [14.71, 18.57, 10.84], [12.72, 17.96, 12.80], [13.59, 19.47, 12.81], [15.44, 16.22, 13.77], [16.17, 17.54, 14.59], [11.23, 15.94, 17.68], [11.88, 16.48, 16.42], [11.16, 15.71, 15.28], [9.99, 15.08, 15.90], [10.42, 14.77, 17.20], [10.52, 16.72, 18.12], [12.01, 15.87, 18.45], [12.94, 16.30, 16.40], [11.72, 17.52, 16.22], [11.75, 14.96, 14.81], [10.78, 16.34, 14.41], [10.94, 13.72, 17.23], [9.52, 14.65, 17.80], [15.71, 12.21, 18.32], [14.39, 11.74, 18.87], [14.11, 10.44, 18.15], [15.23, 10.15, 17.29], [16.37, 10.94, 17.85], [16.36, 12.88, 18.88], [15.56, 12.83, 17.43], [13.64, 12.47, 18.49], [14.30, 11.54, 19.94], [13.21, 10.54, 17.55], [14.02, 9.56, 18.74], [17.12, 11.06, 17.05], [16.87, 10.30, 18.61], [10.22, 7.05, 13.25], [11.29, 7.45, 12.25], [11.89, 8.68, 12.83], [10.84, 9.27, 13.66], [9.71, 8.44, 13.61], [10.58, 6.50, 14.21], [9.48, 6.42, 12.82], [10.73, 7.77, 11.37], [12.13, 6.79, 12.08], [12.28, 9.43, 12.07], [12.77, 8.38, 13.50], [9.02, 8.72, 12.80], [9.25, 8.61, 14.57], [13.22, 14.79, 7.71], [12.27, 14.83, 8.96], [13.07, 13.91, 9.91], [14.44, 14.26, 9.73], [14.55, 14.86, 8.42], [13.11, 15.51, 6.93], [13.15, 13.74, 7.36], [11.36, 14.38, 8.72], [12.10, 15.86, 9.32], [12.85, 12.92, 9.48], [12.85, 13.89, 10.95], [15.41, 14.45, 7.94], [14.89, 15.85, 8.63], [14.20, 9.00, 8.91], [14.25, 10.59, 8.67], [15.12, 10.66, 7.43], [15.23, 9.38, 6.85], [15.29, 8.46, 7.94], [13.24, 8.58, 8.57], [14.34, 8.76, 9.96], [14.62, 11.19, 9.48], [13.24, 10.94, 8.39], [16.15, 10.94, 7.65], [14.74, 11.37, 6.67], [16.28, 8.42, 8.39], [15.04, 7.42, 7.65], [12.22, 7.47, 17.06], [11.01, 8.47, 16.98], [10.61, 8.74, 18.41], [11.13, 7.68, 19.18], [12.41, 7.24, 18.64], [13.12, 7.88, 16.59], [11.97, 6.45, 16.57], [10.30, 8.00, 16.29], [11.28, 9.41, 16.60], [9.52, 8.79, 18.61], [11.04, 9.66, 18.89], [12.56, 6.21, 18.85], [13.27, 7.86, 18.99], [19.22, 14.54, 15.22], [18.91, 13.55, 14.07], [17.38, 13.57, 14.04], [16.94, 13.80, 15.35], [17.84, 14.70, 15.96], [19.57, 15.46, 14.78], [20.02, 14.14, 15.79], [19.37, 12.60, 14.30], [19.26, 13.95, 13.11], [17.01, 12.58, 13.64], [16.99, 14.37, 13.37], [17.82, 14.61, 17.07], [17.54, 15.74, 15.66], [19.84, 9.98, 16.50], [19.66, 10.04, 14.99], [19.95, 8.60, 14.54], [20.82, 8.05, 15.51], [20.83, 8.83, 16.70], [18.92, 9.73, 17.01], [20.15, 10.93, 16.93], [20.38, 10.71, 14.59], [18.63, 10.37, 14.71], [20.49, 8.59, 13.61], [19.04, 8.04, 14.42], [21.88, 9.20, 16.98], [20.54, 8.09, 17.39], [14.32, 12.08, 14.80], [13.74, 12.85, 13.64], [14.06, 11.98, 12.38], [14.50, 10.75, 12.91], [14.15, 10.63, 14.30], [13.86, 12.35, 15.77], [15.40, 12.31, 14.99], [14.18, 13.84, 13.56], [12.69, 12.87, 13.79], [14.92, 12.34, 11.75], [13.23, 11.74, 11.69], [14.88, 9.88, 14.59], [13.10, 10.26, 14.53]], "lowdin_charge": [-0.1636, -0.1252, 0.0698, 0.0847, 0.0622, 0.0145, -0.1319, -0.1314, 0.0783, 0.0555, 0.0679, 0.0168, -0.1684, -0.1323, 0.0675, 0.0810, 0.0832, 0.0011, -0.1058, -0.1774, 0.0901, 0.0758, 0.0771, 0.0470, -0.1574, -0.1083, 0.0881, 0.0670, 0.0551, 0.0191, -0.1467, -0.1612, -0.1799, -0.1547, -0.1916, 0.0950, 0.0938, 0.1045, 0.1063, 0.1250, 0.1130, 0.1320, 0.0754, -0.1829, -0.1712, -0.1775, -0.1291, -0.2318, 0.1429, 0.0774, 0.1176, 0.1234, 0.0832, 0.1297, 0.1188, 0.1075, -0.1768, -0.1636, -0.1528, -0.1484, -0.2647, 0.1323, 0.1099, 0.0967, 0.1026, 0.0830, 0.1331, 0.1413, 0.1115, -0.1725, -0.1507, -0.1963, -0.1873, -0.1354, 0.1189, 0.0927, 0.1185, 0.1202, 0.1049, 0.0875, 0.1096, 0.1307, -0.1388, -0.1634, -0.1802, -0.1919, -0.2249, 0.1372, 0.0991, 0.1091, 0.1186, 0.1368, 0.1206, 0.1168, 0.1067, -0.1177, -0.1181, -0.1917, -0.1823, -0.1942, 0.1090, 0.1143, 0.0721, 0.1156, 0.1021, 0.1020, 0.1050, 0.1072, -0.1118, -0.1347, -0.2321, -0.1405, -0.1922, 0.1057, 0.0829, 0.0826, 0.0904, 0.1046, 0.1281, 0.1094, 0.1261, -0.1216, -0.1644, -0.2152, -0.1581, -0.1453, 0.0800, 0.1262, 0.0903, 0.0658, 0.1251, 0.1225, 0.0957, 0.0971, -0.1313, -0.1419, -0.2240, -0.1787, -0.1671, 0.0949, 0.0894, 0.0790, 0.1076, 0.1251, 0.1122, 0.1220, 0.1094, -0.1669, -0.1551, -0.1877, -0.1355, -0.1831, 0.0741, 0.1077, 0.0920, 0.1142, 0.1077, 0.0924, 0.1338, 0.0950, -0.1388, -0.1315, -0.1676, -0.1931, -0.1596, 0.1140, 0.0898, 0.1069, 0.0879, 0.1120, 0.1079, 0.1115, 0.1256], "spin_multiplicity": 1, "fmax_ev_per_a": 3.260, "total_energy_ha": -3135.27838, "total_charge": 0}